# C34H46Li2O18S

A structure of composition C34H46Li2O18S (the ωB97M-V functional and the def2-TZVPD basis, the OMol25 dataset).

Structure (ORCA input):
```
! RIJCOSX wB97M-V def2-TZVPD def2/J DEFGRID3
* xyz 0 1
Li -1.286 0.362 2.384
Li -0.111 -3.142 -1.522
S 0.553 -0.250 0.073
O 0.741 0.775 -0.993
O 1.528 -0.204 1.212
O -0.666 -0.078 0.730
O 0.627 -1.593 -0.555
C 2.449 -3.381 -2.964
O 1.144 -3.517 -3.320
H 2.517 -2.269 -2.745
H 3.221 -3.667 -3.541
H 2.448 -3.637 -1.877
H 0.864 -3.042 -3.861
C -1.612 -2.180 3.573
O -1.667 -0.801 3.937
H -2.519 -2.480 2.709
H -1.637 -2.863 4.330
H -0.656 -1.941 3.054
H -1.376 -1.029 4.882
C -0.448 -5.295 0.819
O -0.602 -3.930 0.406
H 0.075 -5.259 1.890
H 0.131 -5.998 0.098
H -1.437 -5.593 0.879
H -0.335 -3.135 0.846
C 0.987 2.449 3.013
O -0.230 1.847 3.508
H 1.312 3.422 3.529
H 0.867 2.389 1.992
H 1.697 1.852 3.299
H -0.245 2.058 4.462
C 4.024 3.846 0.700
C 3.603 2.521 0.670
C 4.277 1.546 1.362
C 5.306 1.893 2.239
C 5.687 3.266 2.415
C 5.056 4.228 1.586
O 5.361 5.514 1.614
O 4.023 0.197 1.320
H 3.679 4.637 0.014
H 2.852 2.172 0.082
H 6.004 1.181 2.817
H 6.582 3.462 2.973
H 6.296 5.835 2.072
H 3.051 0.138 1.263
C -2.211 -0.455 -4.659
C -1.083 -0.091 -3.792
C 0.123 0.476 -4.370
C 0.159 0.602 -5.755
C -0.946 0.259 -6.568
C -2.134 -0.273 -5.987
O -3.210 -0.797 -6.707
O 1.177 0.850 -3.525
H -3.048 -1.027 -4.063
H -1.184 -0.096 -2.731
H 0.915 1.121 -6.225
H -0.801 0.137 -7.729
H -4.012 -1.283 -6.324
H 1.002 0.810 -2.515
C -0.838 3.792 -0.178
C -1.405 4.834 0.569
C -2.315 5.605 -0.053
C -2.702 5.449 -1.344
C -1.959 4.549 -2.106
C -1.097 3.635 -1.536
O -0.418 2.732 -2.218
O -2.749 6.689 0.766
H -0.085 3.294 0.374
H -1.128 4.956 1.537
H -3.365 6.082 -1.706
H -2.152 4.478 -3.197
H -0.063 2.040 -1.686
H -2.362 6.820 1.576
C -4.530 0.842 -2.122
C -3.567 0.400 -1.053
C -3.715 -0.886 -0.506
C -4.683 -1.761 -1.001
C -5.571 -1.302 -2.010
C -5.492 -0.043 -2.573
O -6.327 0.410 -3.564
O -2.783 -1.421 0.266
H -4.470 1.724 -2.509
H -2.597 1.059 -0.938
H -4.832 -2.607 -0.546
H -6.444 -2.016 -2.113
H -6.157 1.333 -3.797
H -2.022 -0.822 0.513
C 2.529 -4.256 2.624
C 2.356 -2.790 2.726
C 1.784 -2.230 3.793
C 1.483 -3.054 4.845
C 1.699 -4.454 4.830
C 2.287 -5.038 3.718
O 2.581 -6.384 3.692
O 1.663 -0.816 3.733
H 3.088 -4.673 1.796
H 2.693 -2.102 1.983
H 0.883 -2.752 5.723
H 1.440 -4.918 5.755
H 2.805 -6.387 2.745
H 1.655 -0.551 2.770
*
```

Output
HOMO-LUMO gap in hartree: 0.263
LUMO in eV: -0.3
Energy relative to the best compared isomer or geometry (same formula, charge and spin) in kJ/mol: 79.7

# C22H37BrCoO3S

A structure of composition C22H37BrCoO3S (the ωB97M-V functional and the def2-TZVPD basis, the OMol25 dataset).

Structure (ORCA input):
```
! RIJCOSX wB97M-V def2-TZVPD def2/J DEFGRID3
* xyz 0 4
Co -1.549 -1.165 -2.486
C 3.198 -1.283 3.849
C 3.363 -1.354 2.328
C 4.266 -2.551 2.008
C 4.039 -0.065 1.837
C 2.034 -1.481 1.604
C 1.993 -1.757 0.242
C 0.781 -1.744 -0.406
Br 0.669 -2.193 -2.293
C -0.454 -1.421 0.197
O -1.514 -1.260 -0.516
C -0.413 -1.286 1.612
C 0.816 -1.300 2.248
C -1.656 -1.215 2.491
C -1.639 -2.461 3.390
C -1.629 0.054 3.355
C -2.974 -1.230 1.716
H 4.176 -1.266 4.323
H 2.663 -2.153 4.220
H 2.668 -0.384 4.153
H 5.169 -2.501 2.613
H 4.560 -2.562 0.963
H 3.751 -3.482 2.230
H 5.009 0.061 2.314
H 3.423 0.801 2.072
H 4.185 -0.096 0.760
H 2.879 -1.989 -0.325
H 0.820 -1.174 3.316
H -0.759 -2.488 4.028
H -1.632 -3.357 2.772
H -2.525 -2.481 4.019
H -0.779 0.067 4.033
H -2.539 0.109 3.949
H -1.579 0.939 2.723
H -3.057 -2.129 1.113
H -3.057 -0.375 1.052
H -3.807 -1.211 2.418
C -4.382 -2.794 -2.570
C -3.319 -1.783 -2.932
O -3.562 -0.571 -2.900
H -5.357 -2.316 -2.477
H -4.100 -3.240 -1.619
H -4.420 -3.583 -3.314
C -2.079 5.385 -3.250
C -1.171 4.166 -3.076
C -1.870 3.099 -2.253
S -1.071 1.478 -1.857
O -0.904 0.746 -3.147
C 0.629 2.041 -1.398
C 1.565 2.269 -2.576
C 2.199 0.985 -3.098
H -1.583 6.141 -3.855
H -2.326 5.826 -2.286
H -3.008 5.107 -3.740
H -0.249 4.490 -2.591
H -0.927 3.761 -4.060
H -2.793 2.798 -2.748
H -2.119 3.477 -1.262
H 1.025 1.264 -0.743
H 0.473 2.943 -0.810
H 2.353 2.958 -2.260
H 1.025 2.738 -3.396
H 2.714 0.446 -2.304
H 2.915 1.225 -3.882
H 1.441 0.327 -3.514
*
```

Output
HOMO-LUMO gap (spin up / spin down) in hartree: 0.276 / 0.285
LUMO (spin up / spin down) in eV: 0.4 / 0.4
Energy relative to the best compared isomer or geometry (same formula, charge and spin) in kJ/mol: 83.2

# C28H19F3FeN7O4S

A structure of composition C28H19F3FeN7O4S (the ωB97M-V functional and the def2-TZVPD basis, the OMol25 dataset).

Structure (ORCA input):
```
! RIJCOSX wB97M-V def2-TZVPD def2/J DEFGRID3
* xyz -1 1
Fe 0.440 0.406 0.431
C 1.466 -2.717 3.287
C 0.639 -3.739 2.858
C -0.504 -3.426 2.149
C -0.795 -2.096 1.862
N 0.022 -1.106 2.251
C 1.114 -1.424 2.949
N -2.032 -1.851 1.231
C -2.344 -0.713 0.763
N -1.541 0.379 0.523
C -2.311 1.438 0.238
N -1.967 2.679 0.154
C -0.715 3.115 0.574
C -0.508 4.504 0.511
C 0.627 5.070 1.037
C 1.562 4.245 1.653
C 1.329 2.890 1.635
N 0.253 2.310 1.059
C -3.741 1.001 0.118
C -4.900 1.690 -0.160
C -6.100 0.982 -0.125
C -6.119 -0.374 0.195
C -4.937 -1.053 0.490
C -3.760 -0.340 0.436
H 2.378 -2.909 3.834
H 0.883 -4.774 3.073
H -1.184 -4.186 1.788
H 1.750 -0.596 3.230
H -1.289 5.093 0.046
H 0.782 6.143 0.988
H 2.456 4.635 2.120
H 2.036 2.205 2.077
H -4.867 2.746 -0.402
H -7.032 1.490 -0.337
H -7.066 -0.899 0.224
H -4.927 -2.105 0.752
O 0.708 -1.339 -0.237
C 0.826 -1.977 -1.335
C 1.047 -3.375 -1.370
C 1.205 -4.032 -2.570
C 1.175 -3.338 -3.788
C 0.992 -1.970 -3.765
C 0.801 -1.283 -2.562
C 0.664 0.171 -2.524
N 0.813 0.994 -1.487
C 0.762 2.274 -2.015
C 0.520 2.236 -3.346
N 0.444 0.893 -3.653
H 1.118 -3.886 -0.417
H 1.378 -5.103 -2.571
H 1.321 -3.857 -4.728
H 1.028 -1.420 -4.702
H 0.912 3.144 -1.402
H 0.396 3.011 -4.084
H 0.230 0.496 -4.548
F 6.152 -0.193 0.900
C 4.991 0.309 1.328
F 5.021 1.637 1.122
F 4.929 0.114 2.660
S 3.565 -0.482 0.481
O 3.839 -0.320 -0.919
O 3.573 -1.816 1.020
O 2.492 0.398 1.002
*
```

Output
HOMO-LUMO gap (spin up / spin down) in hartree: 0.238 / 0.239
LUMO (spin up / spin down) in eV: 2.3 / 2.2
Energy relative to the best compared isomer or geometry (same formula, charge and spin) in kJ/mol: 76.9

# C29H58BNO38S9

A cluster of 10 separate species, C29H58BNO38S9 in total (the ωB97M-V functional and the def2-TZVPD basis, the OMol25 dataset).

Structure (ORCA input):
```
! RIJCOSX wB97M-V def2-TZVPD def2/J DEFGRID3
* xyz 0 1
C 2.077 -4.302 -0.248
C 2.615 -3.045 -1.071
O 3.819 -3.030 -1.389
O 1.796 -1.955 -1.482
C 0.938 -1.656 -0.340
C 0.355 -0.174 -0.341
C -0.665 -0.095 0.925
C -2.116 -0.449 0.358
C -3.163 -0.954 1.449
C -4.439 -1.533 0.616
B -5.735 -1.692 1.576
N -7.133 -1.599 1.086
C -7.325 -2.145 -0.093
C -7.020 -3.643 -0.506
C -7.985 -1.226 -1.244
H 1.831 -3.993 0.818
H 2.869 -5.128 -0.287
H 1.161 -4.708 -0.808
H 1.495 -1.787 0.658
H 0.057 -2.396 -0.367
H -0.309 -0.074 -1.273
H 1.136 0.644 -0.316
H -0.612 0.944 1.410
H -0.264 -0.845 1.686
H -1.968 -1.284 -0.416
H -2.540 0.489 -0.122
H -3.571 -0.113 2.100
H -2.771 -1.756 2.149
H -4.083 -2.516 0.149
H -4.609 -0.796 -0.246
H -5.538 -1.940 2.732
H -8.007 -4.217 -0.413
H -6.692 -3.622 -1.606
H -6.234 -4.166 0.121
H -8.856 -1.859 -1.654
H -8.456 -0.293 -0.801
H -7.261 -1.006 -2.086
O -11.894 -0.686 -4.618
S -11.454 -0.423 -3.281
O -10.213 0.224 -2.988
O -11.528 -1.809 -2.442
C -12.389 -1.642 -1.315
C -13.392 -0.578 -1.732
O -12.638 0.361 -2.499
H -11.783 -1.304 -0.470
H -12.871 -2.586 -1.061
H -13.860 -0.090 -0.878
H -14.168 -0.998 -2.379
O -5.271 -5.216 -4.195
S -5.364 -3.798 -4.032
O -5.032 -3.134 -2.809
O -6.847 -3.331 -4.491
C -6.744 -2.378 -5.550
C -5.449 -2.718 -6.271
O -4.537 -3.092 -5.236
H -6.699 -1.379 -5.107
H -7.611 -2.444 -6.207
H -5.058 -1.877 -6.843
H -5.579 -3.579 -6.933
O -3.522 -0.071 4.689
S -4.192 0.053 5.947
O -3.496 0.106 7.195
O -5.324 -1.104 6.032
C -6.608 -0.508 6.218
C -6.512 0.861 5.563
O -5.196 1.325 5.866
H -6.791 -0.420 7.292
H -7.384 -1.127 5.768
H -7.262 1.556 5.940
H -6.602 0.785 4.475
O 3.010 5.381 -1.488
S 3.928 4.629 -0.686
O 4.636 5.198 0.420
O 5.000 3.923 -1.676
C 4.958 2.505 -1.495
C 3.538 2.201 -1.049
O 3.183 3.283 -0.183
H 5.682 2.239 -0.720
H 5.217 1.995 -2.423
H 3.462 1.248 -0.525
H 2.844 2.207 -1.897
O -0.548 3.678 -3.827
S 0.146 2.454 -3.571
O 0.962 2.249 -2.410
O 1.018 2.081 -4.886
C 0.621 0.799 -5.377
C -0.836 0.648 -4.969
O -0.919 1.235 -3.670
H 1.246 0.042 -4.897
H 0.754 0.748 -6.457
H -1.154 -0.394 -4.941
H -1.494 1.210 -5.638
O 10.374 -3.865 -2.056
S 9.717 -3.775 -0.788
O 10.428 -3.729 0.453
O 8.607 -4.953 -0.709
C 7.314 -4.381 -0.496
C 7.377 -3.001 -1.128
O 8.691 -2.519 -0.834
H 7.144 -4.314 0.582
H 6.542 -5.005 -0.946
H 6.621 -2.326 -0.728
H 7.274 -3.059 -2.215
O 6.105 1.556 1.892
S 7.065 0.962 2.773
O 6.782 0.671 4.145
O 8.428 1.836 2.699
C 9.512 1.001 2.284
C 8.877 -0.082 1.428
O 7.637 -0.382 2.072
H 9.977 0.577 3.178
H 10.251 1.582 1.733
H 9.499 -0.974 1.356
H 8.655 0.288 0.423
O 5.758 9.041 -5.173
S 5.720 9.552 -3.836
O 6.000 10.919 -3.522
O 6.651 8.605 -2.906
C 5.868 8.058 -1.843
C 4.452 7.976 -2.390
O 4.292 9.157 -3.180
H 5.924 8.742 -0.992
H 6.253 7.082 -1.549
H 3.704 7.937 -1.600
H 4.332 7.111 -3.046
O 7.248 -2.302 9.491
S 7.122 -0.887 9.664
O 7.400 -0.230 10.903
O 5.644 -0.446 9.162
C 5.761 0.519 8.115
C 7.085 0.212 7.434
O 7.971 -0.153 8.493
H 5.772 1.514 8.569
H 4.917 0.443 7.430
H 7.476 1.066 6.882
H 6.992 -0.644 6.760
*
```

Output
HOMO-LUMO gap in hartree: 0.321
LUMO in eV: -0.2
SMILES string: CC(=O)OCCCCCCBN=C(C)C.O=S1(=O)OCCO1.O=S1(=O)OCCO1.O=S1(=O)OCCO1.O=S1(=O)OCCO1.O=S1(=O)OCCO1.O=S1(=O)OCCO1.O=S1(=O)OCCO1.O=S1(=O)OCCO1.O=S1(=O)OCCO1

# C4H8S

A cluster of 2 separate species, C4H8S in total (the ωB97M-V functional and the def2-TZVPD basis, the OMol25 dataset).

Structure (ORCA input):
```
! RIJCOSX wB97M-V def2-TZVPD def2/J DEFGRID3
* xyz 0 1
C 1.684 -1.186 -0.961
C 0.479 -1.617 -1.294
S -1.134 -1.939 -0.694
H 2.089 -1.251 0.149
H 2.425 -0.872 -1.787
H 0.233 -1.335 -2.305
H -0.788 -2.458 0.348
C 1.255 1.921 1.736
C 1.327 2.048 0.472
H 1.327 0.948 1.989
H 1.430 2.643 2.567
H 1.373 3.038 0.104
H 1.356 1.207 -0.271
*
```

Output
HOMO-LUMO gap in hartree: 0.361
LUMO in eV: 0.9
Energy relative to the best compared isomer or geometry (same formula, charge and spin) in kJ/mol: 269.3
SMILES string: C=CS.C=C

# C28H33N12O3S6Ta

A structure of composition C28H33N12O3S6Ta (the ωB97M-V functional and the def2-TZVPD basis, the OMol25 dataset).

Structure (ORCA input):
```
! RIJCOSX wB97M-V def2-TZVPD def2/J DEFGRID3
* xyz 2 1
Ta -0.370 0.329 -0.559
N 1.449 2.514 3.299
C 1.251 1.391 4.060
C 0.620 0.496 3.246
N 0.435 1.065 2.009
C 0.943 2.265 2.072
C 0.849 3.120 0.920
N 0.377 2.659 -0.226
C 0.337 3.735 -1.096
C 0.796 4.838 -0.458
N 1.123 4.430 0.816
H 1.929 3.342 3.614
H 1.563 1.324 5.087
H 0.315 -0.514 3.464
H -0.018 3.641 -2.107
H 0.907 5.853 -0.797
H 1.475 5.034 1.541
S -0.769 -1.616 -2.162
S -1.622 -0.929 -3.912
S -2.991 0.352 -3.157
S -1.699 1.675 -2.209
O 3.378 -0.247 1.431
C 3.272 -1.526 1.896
C 4.357 -2.036 2.594
C 4.318 -3.325 3.089
C 3.193 -4.126 2.900
C 2.103 -3.615 2.233
C 2.122 -2.310 1.725
C 0.928 -1.789 1.059
O 1.028 -0.770 0.175
N -0.231 -2.249 1.308
N -1.235 -1.607 0.603
C -2.310 -2.341 0.463
S -2.398 -3.928 1.135
C -4.159 -4.153 0.740
C -4.453 -3.415 -0.544
S -3.680 -1.776 -0.411
H 2.589 -0.039 0.911
H 5.229 -1.409 2.723
H 5.175 -3.715 3.622
H 3.180 -5.144 3.263
H 1.219 -4.218 2.071
H -4.750 -3.764 1.569
H -4.339 -5.223 0.645
H -5.522 -3.266 -0.685
H -4.025 -3.904 -1.417
N -7.549 0.669 1.643
C -6.477 -0.118 1.853
O -6.535 -1.299 2.135
C -5.114 0.499 1.645
C -4.048 -0.056 2.335
C -2.767 0.263 1.958
N -2.483 1.071 0.920
C -3.514 1.711 0.352
C -4.836 1.461 0.687
H -8.468 0.269 1.750
H -7.480 1.653 1.458
H -4.231 -0.778 3.119
H -1.918 -0.152 2.481
H -3.277 2.429 -0.416
H -5.614 1.994 0.157
C 2.728 1.535 -1.650
N 1.662 0.588 -2.140
C 2.340 -0.746 -2.365
N 3.442 -0.634 -3.288
C 4.431 0.308 -2.761
N 3.833 1.634 -2.571
C 3.341 2.109 -3.870
N 2.338 1.189 -4.411
C 1.228 1.090 -3.494
C 2.953 -0.132 -4.575
H 3.098 1.177 -0.686
H 2.290 2.518 -1.529
H 1.606 -1.440 -2.758
H 2.709 -1.114 -1.409
H 5.257 0.391 -3.466
H 4.812 -0.057 -1.806
H 4.181 2.167 -4.560
H 2.903 3.102 -3.759
H 0.494 0.402 -3.898
H 0.771 2.069 -3.369
H 3.789 -0.050 -5.269
H 2.217 -0.825 -4.985
*
```

Output
HOMO-LUMO gap in hartree: 0.222
LUMO in eV: -7.0

In eV Å⁻¹, the max |F| values for the records above are, in order, 19.69; 2.39; 1.50; 4.34; 4.80; 1.40.